{"formula": "C23H67O11S10", "method": "ωB97M-V/def2-TZVPD", "e_above_lowest_ev": 0.010, "spin_multiplicity": 1, "total_charge": -1, "gap_ev": 5.690, "lumo_ev": 1.8, "symbols": ["C", "C", "C", "O", "H", "H", "H", "H", "H", "H", "H", "C", "S", "O", "C", "H", "H", "H", "H", "H", "H", "C", "S", "O", "C", "H", "H", "H", "H", "H", "H", "C", "S", "O", "C", "H", "H", "H", "H", "H", "H", "C", "S", "O", "C", "H", "H", "H", "H", "H", "H", "C", "S", "O", "C", "H", "H", "H", "H", "H", "H", "C", "S", "O", "C", "H", "H", "H", "H", "H", "H", "C", "S", "O", "C", "H", "H", "H", "H", "H", "H", "C", "S", "O", "C", "H", "H", "H", "H", "H", "H", "C", "S", "O", "C", "H", "H", "H", "H", "H", "H", "C", "S", "O", "C", "H", "H", "H", "H", "H", "H"], "xyz": [[1.50499, -0.50774, -1.32869], [0.49064, -0.84139, -0.21995], [-0.67290, 0.15019, -0.24643], [0.09357, -2.05982, -0.28190], [1.12551, -0.73170, -2.33451], [2.34715, -1.21740, -1.21007], [1.98035, 0.48419, -1.20951], [1.08066, -0.56122, 0.72521], [-1.29894, 0.13082, 0.66896], [-1.32846, 0.10451, -1.12625], [-0.25589, 1.19611, -0.20338], [0.28959, 3.30781, -3.59864], [-0.61288, 4.38519, -4.63602], [-0.93737, 5.53835, -3.75996], [0.80956, 4.90796, -5.58340], [1.24073, 3.71563, -3.26139], [0.51551, 2.39195, -4.16716], [-0.31908, 2.95744, -2.76685], [0.49754, 5.65987, -6.29586], [1.20071, 4.01950, -6.09736], [1.60191, 5.24539, -4.92043], [2.11953, 1.23046, 2.74715], [1.13570, 1.96669, 4.03097], [1.65362, 3.32438, 4.24940], [-0.25957, 2.18476, 2.96475], [2.08303, 0.14764, 2.86393], [3.15116, 1.49255, 3.04358], [2.02860, 1.58567, 1.72967], [-0.68686, 1.30716, 2.48838], [0.00304, 2.90712, 2.16947], [-1.03379, 2.81525, 3.42686], [3.63535, -4.83692, -3.24698], [2.12706, -4.84720, -2.25454], [2.49526, -4.88703, -0.86548], [1.57005, -3.20313, -2.56475], [3.50204, -4.27808, -4.16927], [3.95713, -5.86505, -3.33769], [4.37808, -4.28369, -2.65676], [0.84977, -2.96958, -1.76421], [1.12729, -3.23025, -3.56277], [2.37651, -2.47068, -2.49744], [-0.61267, -1.61300, 3.92487], [0.33248, -2.90195, 4.69426], [0.59454, -3.81767, 3.65908], [1.82249, -1.90817, 4.93048], [-1.51541, -2.01283, 3.46769], [-0.08882, -1.13894, 3.07518], [-0.94059, -0.78617, 4.57134], [2.31021, -1.88783, 3.94880], [2.50886, -2.39190, 5.61943], [1.53794, -0.90321, 5.23588], [-5.03468, 0.16591, 1.21977], [-3.63553, 0.81916, 2.09411], [-3.58434, 0.35308, 3.46908], [-4.09265, 2.55275, 2.07597], [-5.94281, 0.60622, 1.63168], [-5.01989, -0.90506, 1.37112], [-4.95233, 0.42594, 0.16701], [-3.47558, 2.98740, 2.85529], [-5.14696, 2.74477, 2.29289], [-3.93359, 2.86755, 1.04925], [5.14613, -3.69025, 3.37075], [4.31990, -4.15722, 1.83046], [2.98355, -4.64272, 2.19226], [4.03630, -2.47303, 1.27710], [5.97781, -3.01340, 3.16464], [5.49675, -4.60112, 3.84377], [4.42157, -3.18159, 4.00715], [4.95048, -1.91054, 1.54676], [3.24468, -2.03547, 1.88762], [3.86108, -2.39345, 0.21607], [5.86791, 3.33851, 0.90247], [4.39363, 2.63969, 0.21026], [4.22941, 3.30785, -1.09166], [4.98276, 0.98696, -0.00090], [6.41220, 2.63577, 1.54488], [5.57756, 4.16335, 1.54844], [6.56326, 3.65370, 0.12680], [5.53513, 0.79716, 0.93744], [5.78136, 0.90944, -0.74210], [4.20084, 0.24301, -0.06063], [-4.36181, -5.15655, 1.42728], [-3.47041, -3.73690, 2.01627], [-2.18998, -4.28498, 2.39620], [-3.14390, -2.85766, 0.47991], [-4.29159, -5.92966, 2.17620], [-3.98412, -5.50593, 0.45891], [-5.40164, -4.88737, 1.18087], [-4.08769, -2.45612, 0.08311], [-2.74016, -3.53159, -0.26805], [-2.47256, -2.03089, 0.70414], [-4.29313, -0.02208, -2.81341], [-3.33362, -1.53474, -3.02949], [-4.14493, -2.25087, -4.03114], [-1.98989, -0.79981, -3.92460], [-4.12679, 0.73518, -3.57869], [-3.90312, 0.45148, -1.89976], [-5.32837, -0.30979, -2.73893], [-1.55818, 0.01614, -3.34698], [-2.38413, -0.42966, -4.86920], [-1.24666, -1.57628, -4.07605], [-2.60606, 4.11864, -0.81186], [-3.85415, 3.70315, -2.02546], [-4.92797, 2.98486, -1.34615], [-4.35976, 5.38249, -2.24413], [-3.05580, 4.74509, -0.05558], [-1.86717, 4.66798, -1.40896], [-2.15616, 3.19060, -0.48091], [-3.52459, 5.93709, -2.67589], [-4.72910, 5.77526, -1.30281], [-5.14544, 5.39458, -3.00028]], "forces_ev_per_angstrom": [[1.335, 0.126, 0.205], [0.469, 1.409, -0.011], [0.043, 2.250, 0.819], [-0.974, -2.423, -0.035], [-0.160, 0.591, 0.097], [-0.366, 0.391, 0.207], [-0.477, 0.062, -0.411], [-0.195, -0.029, 0.023], [0.218, -0.550, -0.539], [0.159, -0.358, 0.038], [-0.239, -0.367, -0.250], [0.639, -1.922, 0.036], [0.136, 0.512, 0.098], [-0.675, 0.609, 0.246], [0.385, -0.826, -0.384], [-0.166, 0.286, 0.167], [0.016, 0.188, 0.017], [-0.108, 0.324, 0.086], [0.026, 0.155, -0.079], [-0.179, 0.225, -0.155], [-0.174, 0.334, 0.155], [1.949, -0.494, 0.706], [-0.552, -0.580, -0.636], [0.445, 1.027, 0.406], [-1.386, 1.752, -0.957], [-0.357, -0.029, -0.434], [-0.247, -0.029, 0.059], [-0.664, 0.038, -0.086], [0.118, -0.299, 0.305], [0.669, -0.595, 0.030], [0.019, -0.787, 0.665], [0.391, 0.756, 0.722], [-1.282, -0.253, -2.226], [1.312, -0.332, 2.550], [0.244, -0.220, -0.616], [-0.144, -0.414, -0.303], [0.123, -0.133, -0.404], [-0.079, -0.124, 0.020], [-0.249, 0.108, 0.136], [-0.118, 0.276, -0.035], [0.034, -0.416, -0.261], [-0.660, 1.759, -0.792], [-1.127, 2.450, 2.891], [1.049, -3.192, -2.780], [0.219, 0.153, -0.486], [0.052, -0.504, 0.270], [0.289, -0.442, 0.217], [0.207, -0.376, 0.282], [-0.165, 0.087, 0.047], [-0.112, 0.003, 0.247], [0.177, 0.037, 0.232], [-0.666, 0.290, 0.342], [1.242, 0.619, -1.895], [-0.533, -0.615, 1.844], [-0.766, -0.395, -0.027], [-0.155, -0.176, -0.005], [-0.021, -0.191, -0.045], [0.098, 0.017, -0.062], [0.237, 0.385, -0.297], [0.019, -0.249, 0.223], [0.316, 0.376, 0.111], [-0.001, 0.341, 0.031], [-0.349, 0.143, -0.497], [0.036, -0.651, 0.374], [1.234, 0.957, 0.816], [0.082, -0.191, 0.003], [0.017, -0.072, 0.093], [-0.061, -0.083, 0.024], [-0.203, -0.099, -0.422], [-0.330, -0.278, -0.293], [-0.357, -0.245, -0.189], [1.048, -0.098, 0.916], [-0.757, 0.062, 0.485], [-0.179, 0.245, -0.917], [1.575, -0.516, 1.001], [-0.291, 0.001, -0.079], [-0.014, 0.245, -0.241], [-0.240, 0.127, -0.226], [-0.483, -0.148, -0.107], [-0.461, 0.035, -0.465], [-0.272, 0.061, -0.467], [-1.133, 0.217, -1.725], [-1.095, 0.979, -0.477], [2.054, -0.756, 1.158], [-1.192, -0.011, -0.294], [-0.046, -0.082, 0.243], [0.493, -0.065, 0.353], [0.088, -0.079, 0.543], [0.083, -0.050, 0.104], [0.449, -0.019, 0.091], [0.303, -0.212, -0.040], [1.298, 0.759, 0.944], [-0.647, 0.691, 0.197], [-0.295, -1.110, -0.772], [0.405, 0.249, -0.047], [-0.127, -0.352, -0.435], [-0.496, -0.112, 0.043], [-0.256, -0.043, 0.154], [0.094, -0.047, 0.075], [-0.036, -0.060, -0.076], [0.132, -0.005, -0.068], [0.384, 0.039, -1.155], [1.472, 0.310, -0.738], [-1.371, -0.833, 0.910], [-0.332, 0.351, -0.856], [0.088, -0.039, 0.434], [0.052, 0.085, 0.325], [0.016, -0.094, 0.428], [0.107, 0.061, 0.293], [0.033, 0.171, 0.104], [-0.158, -0.056, 0.158]]}